58
Properties=species:S:1:pos:R:3 method="wB97M-V/def2-TZVPD" orbital_gap_ev="5.2 / 5.2" total_charge=-2 de_lowest_kj_mol=0.0 spin_multiplicity=4 energy_ev=-238328.732 s_squared=3.778
V -0.747 1.153 0.612
C -3.819 5.608 0.157
S -2.943 5.341 1.716
C -2.383 3.665 1.460
S -0.821 3.263 2.026
N -3.261 2.897 0.877
N -2.773 1.644 0.612
C -3.638 0.703 0.505
C -3.139 -0.642 0.251
C -3.987 -1.725 0.039
C -3.432 -2.965 -0.221
C -2.053 -3.096 -0.245
C -1.276 -1.975 -0.010
N -1.802 -0.779 0.232
H -4.204 6.627 0.191
H -4.641 4.903 0.058
H -3.136 5.494 -0.684
H -4.700 0.900 0.611
H -5.059 -1.578 0.065
H -4.068 -3.824 -0.395
H -1.577 -4.049 -0.428
H -0.193 -2.016 -0.014
Se -0.175 0.568 -2.174
Te 0.894 0.326 -4.461
Te -1.144 4.354 -3.111
Se -0.018 2.884 -1.418
C 4.193 -1.456 -2.895
C 4.472 -0.742 -1.582
N 3.265 -0.600 -0.781
C 2.704 0.496 -0.234
S 1.726 0.262 1.156
N 2.900 1.722 -0.723
C 3.150 2.119 -2.110
C 4.390 2.987 -2.242
H 5.120 -1.607 -3.454
H 3.484 -0.893 -3.506
H 3.748 -2.436 -2.706
H 4.898 0.240 -1.753
H 5.208 -1.298 -0.991
H 2.906 -1.445 -0.367
H 2.395 2.421 -0.192
H 2.266 2.666 -2.442
H 3.181 1.243 -2.745
H 4.295 3.884 -1.628
H 4.510 3.301 -3.280
H 5.296 2.461 -1.929
Te -1.004 0.016 3.509
C -0.900 -2.090 3.308
C -2.054 -2.876 3.235
C -1.990 -4.258 3.111
C -0.762 -4.902 3.046
C 0.399 -4.139 3.108
C 0.328 -2.758 3.240
H -3.021 -2.387 3.277
H -2.908 -4.834 3.053
H -0.708 -5.980 2.945
H 1.368 -4.623 3.052
H 1.240 -2.173 3.273

=====

48
Properties=species:S:1:pos:R:3 method="wB97M-V/def2-TZVPD" orbital_gap_ev=8.4 smiles="CN(C)c1ccc([C@@H]2OC(=O)C3(CCCC3)C(=O)C2(C)C)cc1" total_charge=0 de_lowest_kj_mol=139.0 energy_ev=-27741.890
C 3.392 2.313 3.495
N 2.053 1.942 3.882
C 1.296 1.150 3.058
C 1.731 0.802 1.771
C 0.944 0.043 0.930
C -0.306 -0.411 1.325
C -0.731 -0.100 2.611
C 0.043 0.663 3.459
H -0.338 0.874 4.444
H -1.687 -0.462 2.960
C -1.194 -1.222 0.412
H -1.844 -1.856 1.030
C -2.094 -0.348 -0.497
C -1.148 0.346 -1.464
O -1.104 1.545 -1.580
C -0.244 -0.574 -2.257
C 0.114 -1.871 -1.530
O 0.860 -2.674 -2.028
O -0.435 -2.154 -0.349
C 1.049 0.157 -2.701
C 0.861 0.471 -4.183
C 0.092 -0.743 -4.682
H 0.754 -1.609 -4.724
C -0.956 -0.954 -3.594
H -1.799 -0.280 -3.756
H -1.324 -1.979 -3.580
H -0.362 -0.595 -5.661
H 0.258 1.372 -4.299
H 1.811 0.614 -4.695
H 1.899 -0.515 -2.573
H 1.206 1.059 -2.111
C -3.095 -1.253 -1.225
H -3.621 -0.696 -1.997
H -2.606 -2.110 -1.680
H -3.828 -1.623 -0.510
C -2.856 0.695 0.319
H -3.467 0.214 1.078
H -3.501 1.269 -0.342
H -2.167 1.384 0.800
H 1.333 -0.216 -0.042
H 2.696 1.117 1.413
C 1.665 2.126 5.259
H 0.693 2.622 5.320
H 1.607 1.174 5.800
H 2.394 2.759 5.759
H 4.045 1.440 3.378
H 3.821 2.961 4.255
H 3.377 2.866 2.554

=====

45
Properties=species:S:1:pos:R:3 method="wB97M-V/def2-TZVPD" orbital_gap_ev=5.4 total_charge=+1 energy_ev=-22148.464
C -1.249 0.102 1.872
C -0.027 0.860 1.576
C 1.307 0.519 1.809
C 2.292 1.570 1.901
C 1.875 3.009 1.943
C 3.638 1.262 1.988
C 4.087 -0.062 2.027
C 5.556 -0.338 2.082
C 3.138 -1.094 2.018
C 1.775 -0.843 1.945
C 0.846 -2.013 1.978
H -2.095 0.802 1.950
H -1.500 -0.568 1.040
H -1.209 -0.496 2.792
H -0.224 1.863 1.206
H 2.757 3.655 2.030
H 1.326 3.300 1.039
H 1.222 3.219 2.802
H 4.360 2.083 2.033
H 5.750 -1.416 2.092
H 6.070 0.103 1.217
H 6.001 0.116 2.979
H 3.485 -2.130 2.082
H 1.428 -2.940 2.049
H 0.172 -1.997 2.842
H 0.236 -2.080 1.069
C -0.509 1.610 -2.919
C -1.493 0.601 -2.401
C -1.104 -0.366 -1.464
C -1.955 -1.443 -1.174
C -3.220 -1.530 -1.756
C -3.668 -0.473 -2.589
O -4.904 -0.448 -3.187
C -5.353 -1.598 -3.933
C -2.806 0.610 -2.860
H -1.015 2.313 -3.589
H -0.039 2.169 -2.099
H 0.296 1.127 -3.492
H -0.118 -0.294 -1.000
H -1.631 -2.233 -0.489
H -3.872 -2.385 -1.565
H -6.423 -1.442 -4.062
H -4.866 -1.609 -4.914
H -5.163 -2.531 -3.391
H -3.176 1.434 -3.478

=====

58
Properties=species:S:1:pos:R:3 method="wB97M-V/def2-TZVPD" orbital_gap_ev=2.2 total_charge=+2 energy_ev=-65758.930
C -5.105 -4.770 1.413
C -4.216 -4.096 0.236
O -3.987 -4.830 -0.767
O -3.770 -2.739 0.340
C -2.729 -2.527 -0.670
C -1.993 -1.106 -0.533
C -2.222 -0.296 -1.931
C -1.408 -0.984 -3.140
C -0.282 -0.036 -3.778
C 1.036 0.083 -2.864
C 0.782 1.280 -1.770
C 2.197 2.032 -1.572
C 2.639 2.184 -0.010
C 2.753 0.706 0.588
C 3.903 -0.082 -0.259
C 4.204 -1.434 0.594
Cl 5.403 0.942 -0.522
C 1.477 3.069 0.626
O 1.562 4.308 0.362
C 0.211 2.637 1.478
F -0.932 3.189 0.794
F -0.052 1.254 1.603
C 0.133 3.260 2.974
F -1.265 3.216 3.315
F 0.502 4.615 3.051
C 0.884 2.389 4.090
F 1.291 3.306 5.118
F 2.076 1.749 3.646
C -0.057 1.270 4.774
O -0.819 1.506 5.723
O 0.025 -0.060 4.248
H -6.055 -4.146 1.548
H -4.462 -4.692 2.371
H -5.336 -5.865 1.142
H -3.204 -2.603 -1.713
H -1.946 -3.353 -0.588
H -2.363 -0.496 0.359
H -0.868 -1.281 -0.387
H -1.913 0.812 -1.808
H -3.358 -0.279 -2.116
H -0.997 -1.988 -2.771
H -2.163 -1.211 -3.984
H -0.723 1.000 -3.982
H 0.038 -0.458 -4.804
H 1.910 0.353 -3.564
H 1.314 -0.880 -2.305
H 0.013 2.024 -2.215
H 0.305 0.864 -0.824
H 2.042 3.129 -1.929
H 3.056 1.629 -2.227
H 3.175 0.793 1.648
H 1.813 0.065 0.498
H 3.389 -0.417 -1.230
H 4.918 -1.245 1.473
H 4.671 -2.253 -0.059
H 3.202 -1.871 0.974
H -0.698 -0.202 3.583
Al 1.999 2.534 -4.250

=====

56
Properties=species:S:1:pos:R:3 method="wB97M-V/def2-TZVPD" orbital_gap_ev=1.5 total_charge=-1 energy_ev=-39036.482
C -6.221 -2.080 2.375
C -5.964 -0.844 1.971
C -5.501 0.686 1.694
C -4.223 1.003 2.624
C -2.838 0.344 2.128
C -2.435 0.671 0.609
N -1.701 -0.273 -0.267
C -1.454 0.351 -1.565
C -0.613 -0.484 -2.687
C 0.933 -0.482 -2.115
C 2.048 -0.333 -3.281
C 3.326 0.520 -2.703
O 3.588 0.158 -1.315
C 3.433 1.296 -0.428
N -2.014 1.693 -1.625
N -1.939 2.504 -2.743
C -2.627 1.937 -0.292
B -3.343 3.334 0.141
N -2.509 4.584 0.311
O -4.760 3.447 0.421
H -6.071 -3.217 2.543
H -5.356 0.898 0.575
H -6.372 1.345 2.097
H -4.048 2.138 2.728
H -4.432 0.612 3.703
H -2.933 -0.819 2.196
H -1.936 0.616 2.814
H -1.393 -1.236 -0.025
H -0.928 -1.592 -2.702
H -0.614 0.025 -3.718
H 1.118 -1.371 -1.399
H 1.009 0.489 -1.472
H 1.602 0.192 -4.202
H 2.485 -1.384 -3.527
H 4.219 0.212 -3.391
H 3.208 1.662 -2.855
H 4.454 1.832 -0.290
H 2.665 2.080 -0.776
H 3.132 0.917 0.625
H -1.924 1.932 -3.622
H -2.786 3.112 -2.835
H -1.575 4.333 -0.056
H -2.449 4.717 1.350
H -5.031 4.394 0.469
C 5.144 -4.316 2.482
C 3.824 -4.205 2.179
C 3.529 -3.144 1.117
O 2.403 -2.930 0.643
C 4.647 -2.318 0.627
C 5.967 -2.419 0.939
C 6.277 -3.551 1.922
O 7.415 -3.863 2.280
O 6.923 -1.709 0.517
O 2.854 -4.862 2.660
H 5.452 -5.051 3.219
H 4.331 -1.551 -0.069